*w*
This record from OMol25 describes a cluster of 2 separate species, C6H14O in total. The level of theory is ωB97M-V/def2-TZVPD.

Summary:
LUMO level	0.7	eV
gap between HOMO and LUMO	9.08	eV
2S+1	1
SMILES	CC(C)=C(C)C.O
charge	0

Atoms and positions in Å:
O1 3.33 -0.31 -0.91
C1 -2.05 0.59 -1.03
C2 -1.09 -0.22 -0.11
C3 0.17 1.84 0.50
C4 -0.02 0.31 0.46
C5 1.06 -0.45 1.23
C6 -1.57 -1.64 0.13
H1 -2.15 0.04 -1.92
H2 -0.34 2.32 -0.36
H3 1.82 -0.92 0.55
H4 -0.19 2.38 1.35
H5 1.60 0.22 1.91
H6 2.97 -0.92 -1.64
H7 4.31 -0.38 -1.00
H8 -0.92 -2.12 0.86
H9 0.73 -1.26 1.89
H10 -3.01 0.70 -0.55
H11 -1.67 1.58 -1.27
H12 -1.51 -2.26 -0.83
H13 1.17 2.12 0.34
H14 -2.64 -1.62 0.41

Mulliken atomic charge list, values in e, 5 entries: -0.659 -1.373 0.780 -1.541 0.824

***

*x*
This record from OMol25 describes a cluster of 2 separate species, C6H14O in total. The level of theory is ωB97M-V/def2-TZVPD.

Summary:
LUMO level	1.0	eV
gap between HOMO and LUMO	9.14	eV
2S+1	1
SMILES	C=CCC.CCO
charge	0

Atoms and positions in Å:
O1 -0.59 1.19 -0.89
C1 -1.35 -1.45 -1.47
C2 0.65 1.81 -1.24
C3 -0.54 -0.89 -0.58
C4 -0.91 -0.74 1.10
C5 -0.06 -1.78 1.82
C6 1.63 1.93 -0.08
H1 -0.96 -1.98 -2.33
H2 2.57 2.34 -0.43
H3 -2.42 -1.33 -1.42
H4 0.44 2.80 -1.66
H5 1.83 0.95 0.36
H6 -0.32 -1.87 2.88
H7 1.00 -1.54 1.75
H8 1.06 1.18 -2.03
H9 -0.91 1.35 0.05
H10 -0.19 -2.76 1.36
H11 -1.97 -0.98 1.19
H12 0.53 -1.05 -0.66
H13 1.24 2.59 0.70
H14 -0.73 0.23 1.58

Mulliken atomic charge list, values in e, 5 entries: -0.441 -0.827 -0.305 0.001 -0.414

***

List of relative energies, unit kcal/mol: *w* 0.0; *x* 40.6

***

*w*
This record from OMol25 describes the molecule C6H14O. The level of theory is ωB97M-V/def2-TZVPD.

Summary:
LUMO level	1.0	eV
gap between HOMO and LUMO	11.32	eV
2S+1	1
SMILES	CCCCCCO
charge	0

Atoms and positions in Å:
O1 -1.00 0.95 -1.95
C1 1.34 0.64 0.28
C2 -1.10 -0.96 -0.16
C3 0.36 0.38 1.49
C4 2.33 -0.39 0.11
C5 -1.64 0.37 -0.73
C6 -0.44 -0.93 1.26
H1 -2.76 0.42 -0.82
H2 -0.28 -1.08 -0.85
H3 -1.31 -1.00 2.02
H4 1.81 1.63 0.45
H5 -1.32 1.15 -0.04
H6 1.02 -0.03 2.33
H7 0.85 0.66 -0.71
H8 -0.34 1.21 1.67
H9 -1.17 0.31 -2.67
H10 3.09 -0.32 0.82
H11 0.26 -1.82 1.28
H12 -1.73 -1.89 -0.54
H13 2.91 -0.05 -0.78
H14 1.92 -1.42 -0.03

Mulliken atomic charge list, values in e, 5 entries: -0.558 0.009 -0.407 -0.710 -1.336

***

*x*
This record from OMol25 describes a cluster of 2 separate species, C6H14O in total. The level of theory is ωB97M-V/def2-TZVPD.

Summary:
LUMO level	0.8	eV
gap between HOMO and LUMO	9.57	eV
2S+1	1
SMILES	C/C=C(\C)CC.O
charge	0

Atoms and positions in Å:
O1 -3.38 -3.74 2.06
C1 2.33 2.22 -0.43
C2 0.57 0.52 -0.16
C3 -1.18 -0.93 -1.25
C4 2.02 0.85 0.06
C5 0.21 -0.44 -1.03
C6 -0.41 1.26 0.74
H1 -2.62 -4.17 1.62
H2 3.39 2.53 -0.36
H3 2.01 2.30 -1.48
H4 -4.03 -4.47 2.21
H5 1.72 2.91 0.18
H6 0.98 -1.03 -1.54
H7 -1.38 0.77 0.95
H8 -1.47 -1.84 -0.68
H9 2.36 0.78 1.11
H10 2.57 0.08 -0.52
H11 -1.90 -0.13 -1.02
H12 -1.24 -1.16 -2.32
H13 0.07 1.51 1.70
H14 -0.60 2.19 0.18

Mulliken atomic charge list, values in e, 5 entries: -0.646 -1.111 0.719 -1.102 -0.528

***

*y*
This record from OMol25 describes a cluster of 2 separate species, C6H14O in total. The level of theory is ωB97M-V/def2-TZVPD.

Summary:
LUMO level	0.4	eV
gap between HOMO and LUMO	8.58	eV
2S+1	1
charge	0

Atoms and positions in Å:
O1 -1.96 -1.36 0.13
C1 -0.63 1.20 0.60
C2 -0.06 -0.16 0.79
C3 1.25 1.48 -2.01
C4 0.15 -2.53 -0.09
C5 -0.58 -1.20 -0.19
C6 -0.51 2.01 1.82
H1 0.37 1.63 -1.39
H2 -0.12 -0.54 1.82
H3 -0.48 -0.79 -1.21
H4 0.27 1.74 2.55
H5 1.21 -2.43 -0.33
H6 1.20 2.14 -2.89
H7 -0.54 3.09 1.64
H8 -0.28 -3.26 -0.79
H9 2.16 1.70 -1.44
H10 1.02 0.02 0.60
H11 -1.49 1.76 2.29
H12 1.29 0.44 -2.35
H13 0.05 -2.93 0.93
H14 -2.33 -2.00 -0.49

Mulliken atomic charge list, values in e, 5 entries: -0.543 -0.132 -0.906 -0.896 -1.392

***

List of relative energies, unit kcal/mol: *w* 25.9; *x* 0.0; *y* 67.1

***

*w*
This record from OMol25 describes a cluster of 2 separate species, C6H14O in total. The level of theory is ωB97M-V/def2-TZVPD.

Summary:
LUMO level	0.9	eV
gap between HOMO and LUMO	10.13	eV
2S+1	1
SMILES	C=C(C)CCC.O
charge	0

Atoms and positions in Å:
O1 1.83 3.31 -0.18
C1 -0.43 -1.07 0.62
C2 -1.11 0.22 0.25
C3 0.79 -1.35 -0.26
C4 -0.56 1.28 0.86
C5 1.16 -2.89 -0.34
C6 -2.26 0.14 -0.76
H1 -0.01 -1.09 1.76
H2 1.15 -3.17 -1.39
H3 -3.05 0.52 -0.14
H4 2.08 -3.26 0.22
H5 0.24 1.36 1.66
H6 0.78 -0.92 -1.22
H7 -2.06 0.98 -1.50
H8 -2.38 -0.92 -1.15
H9 1.65 -0.79 0.31
H10 0.28 -3.46 0.03
H11 1.56 3.11 -1.03
H12 1.83 2.76 0.50
H13 -0.96 2.32 0.63
H14 -1.20 -1.85 0.54

Mulliken atomic charge list, values in e, 5 entries: -0.598 -0.908 0.622 -0.336 -1.014

***

*x*
This record from OMol25 describes a cluster of 2 separate species, C6H14O in total. The level of theory is ωB97M-V/def2-TZVPD.

Summary:
LUMO level	1.0	eV
gap between HOMO and LUMO	10.31	eV
2S+1	1
SMILES	C=CCCCO.C
charge	0

Atoms and positions in Å:
O1 3.75 -0.24 0.85
C1 -2.90 -0.64 1.31
C2 -1.98 0.62 -1.10
C3 0.45 0.05 -0.90
C4 -0.73 0.97 -0.78
C5 2.77 -0.58 -0.11
C6 1.54 0.29 0.15
H1 0.10 -0.99 -0.85
H2 2.49 -1.64 -0.04
H3 -0.55 1.97 -0.39
H4 0.90 0.17 -1.90
H5 -2.83 1.27 -0.94
H6 -3.68 -0.80 0.55
H7 -2.06 -0.09 0.87
H8 -2.54 -1.61 1.65
H9 3.13 -0.40 -1.13
H10 1.86 1.34 0.13
H11 -3.31 -0.05 2.13
H12 4.53 -0.79 0.69
H13 1.17 0.08 1.16
H14 -2.22 -0.39 -1.43

Mulliken atomic charge list, values in e, 5 entries: -0.503 -0.788 -0.988 -0.437 -0.317

***

*y*
This record from OMol25 describes the molecule C6H14O. The level of theory is ωB97M-V/def2-TZVPD.

Summary:
LUMO level	0.9	eV
gap between HOMO and LUMO	11.16	eV
2S+1	1
SMILES	CC(C)C[C@@H](C)O
charge	0

Atoms and positions in Å:
O1 0.09 1.90 1.09
C1 1.73 -1.10 0.12
C2 -0.56 -0.03 -0.27
C3 -0.18 1.44 -0.23
C4 -1.12 2.37 -0.96
C5 -0.37 -2.32 0.73
C6 0.29 -0.95 0.62
H1 -1.38 -2.24 1.15
H2 -2.14 2.32 -0.59
H3 2.31 -1.75 0.78
H4 0.20 -2.99 1.38
H5 0.98 2.03 0.76
H6 0.83 1.54 -0.74
H7 0.32 -0.49 1.62
H8 1.74 -1.55 -0.88
H9 -0.76 3.40 -0.84
H10 2.26 -0.14 0.06
H11 -0.46 -2.79 -0.25
H12 -1.09 2.10 -2.02
H13 -0.46 -0.32 -1.32
H14 -1.61 -0.14 0.01

Mulliken atomic charge list, values in e, 5 entries: -0.534 -1.413 -0.903 0.195 -1.547

***

List of relative energies, unit kcal/mol: *w* 43.1; *x* 18.0; *y* 0.0

***

*w*
This record from OMol25 describes a cluster of 2 separate species, C6H14O in total. The level of theory is ωB97M-V/def2-TZVPD.

Summary:
LUMO level	0.7	eV
gap between HOMO and LUMO	9.55	eV
2S+1	1
SMILES	C=CCCCC.O
charge	0

Atoms and positions in Å:
O1 2.21 2.56 1.78
C1 -0.05 -1.68 0.88
C2 -1.03 2.15 -1.03
C3 -1.64 -0.25 -1.18
C4 -0.73 -1.41 -0.51
C5 -0.79 0.85 -1.42
C6 1.29 -2.41 0.72
H1 -0.01 -0.82 1.44
H2 1.28 2.94 1.53
H3 -2.48 -0.22 -0.56
H4 1.88 -2.46 1.71
H5 -1.60 2.44 -0.09
H6 0.12 0.65 -1.89
H7 1.99 2.61 2.71
H8 1.12 -3.50 0.63
H9 0.16 -1.19 -1.27
H10 -0.76 -2.26 1.58
H11 -0.71 3.20 -1.61
H12 -1.90 -0.92 -2.07
H13 -0.95 -2.42 -0.88
H14 1.86 -2.06 -0.26

Mulliken atomic charge list, values in e, 5 entries: -0.635 -0.390 -0.763 -0.387 -0.717

***

*x*
This record from OMol25 describes a cluster of 2 separate species, C6H14O in total. The level of theory is ωB97M-V/def2-TZVPD.

Summary:
LUMO level	0.8	eV
gap between HOMO and LUMO	10.19	eV
2S+1	1
SMILES	C=CCCCC.O
charge	0

Atoms and positions in Å:
O1 2.20 3.52 1.47
C1 -2.22 0.07 0.82
C2 -1.41 -1.22 0.66
C3 -0.56 -1.24 -0.61
C4 0.97 -1.13 -0.39
C5 1.63 -1.18 -1.78
C6 -1.64 1.26 0.82
H1 1.80 3.82 2.30
H2 -0.72 -0.32 -1.16
H3 -0.80 -2.06 -1.28
H4 -3.29 -0.09 0.77
H5 -2.18 -1.98 0.58
H6 1.65 -0.18 -2.20
H7 -0.77 -1.42 1.51
H8 1.29 -1.96 0.24
H9 2.66 -1.54 -1.76
H10 1.21 -0.18 0.08
H11 1.11 -1.86 -2.44
H12 1.86 4.23 0.90
H13 -2.21 2.12 0.49
H14 -0.58 1.34 0.99

Mulliken atomic charge list, values in e, 5 entries: -0.637 -0.217 -0.681 -0.659 -0.227

***

List of relative energies, unit kcal/mol: *w* 63.5; *x* 0.0

***

*w*
This record from OMol25 describes a structure of composition C6H14O. The level of theory is ωB97M-V/def2-TZVPD.

Summary:
LUMO level	0.6	eV
gap between HOMO and LUMO	9.63	eV
2S+1	1
charge	0

Atoms and positions in Å:
O1 0.88 1.13 -1.56
C1 1.23 -0.16 0.81
C2 1.69 0.75 1.95
C3 -0.31 -1.06 -1.61
C4 -2.23 0.21 -0.63
C5 -0.90 -0.46 -0.51
C6 -0.23 -0.70 0.85
H1 1.81 -1.08 0.91
H2 0.36 1.74 -2.09
H3 0.28 0.15 -1.43
H4 1.18 0.37 -0.12
H5 -2.32 0.95 -1.42
H6 0.26 -1.96 -1.45
H7 -0.68 -0.92 -2.62
H8 -2.47 0.68 0.33
H9 1.28 0.34 2.88
H10 1.38 1.79 1.83
H11 2.78 0.77 1.93
H12 -0.21 -1.76 1.12
H13 -0.85 -0.19 1.59
H14 -2.94 -0.61 -0.76

Mulliken atomic charge list, values in e, 5 entries: -0.826 0.062 -1.349 -0.597 -1.400

***

*x*
This record from OMol25 describes a cluster of 2 separate species, C6H14O in total. The level of theory is ωB97M-V/def2-TZVPD.

Summary:
LUMO level	1.0	eV
gap between HOMO and LUMO	11.80	eV
2S+1	1
SMILES	C[C@H]1C[C@@H](C)C1.O
charge	0

Atoms and positions in Å:
O1 2.56 1.46 0.83
C1 -0.11 0.89 2.09
C2 -1.28 -0.07 0.00
C3 -0.05 0.63 0.57
C4 -0.93 -1.48 -2.19
C5 -0.47 -0.39 -1.26
C6 0.76 -0.48 -0.35
H1 0.06 1.60 0.08
H2 0.83 -1.46 0.16
H3 -0.34 0.54 -1.82
H4 2.43 1.24 1.75
H5 -1.42 -1.00 0.57
H6 -1.87 -1.16 -2.64
H7 1.72 -0.35 -0.89
H8 0.35 1.84 2.38
H9 -1.17 0.98 2.39
H10 -0.21 -1.65 -3.01
H11 2.15 0.71 0.37
H12 -1.10 -2.42 -1.67
H13 -2.22 0.47 -0.07
H14 0.31 0.10 2.71

Mulliken atomic charge list, values in e, 5 entries: -0.699 -1.633 -0.873 0.343 -1.546

***

*y*
This record from OMol25 describes the molecule C6H14O. The level of theory is ωB97M-V/def2-TZVPD.

Summary:
LUMO level	0.9	eV
gap between HOMO and LUMO	10.83	eV
2S+1	1
SMILES	CC(C)CCCO
charge	0

Atoms and positions in Å:
O1 -2.23 -0.61 -0.79
C1 0.82 -0.14 -0.33
C2 -2.22 0.49 0.10
C3 1.69 1.13 -0.40
C4 0.10 -0.51 1.03
C5 1.68 -1.43 -0.84
C6 -1.15 0.31 1.20
H1 1.16 -1.82 -1.72
H2 1.06 2.06 0.06
H3 -3.20 0.61 0.60
H4 2.61 1.14 0.27
H5 -1.87 0.04 2.14
H6 0.70 -0.24 1.90
H7 -2.77 -0.39 -1.61
H8 1.99 1.51 -1.41
H9 2.74 -1.25 -1.07
H10 -1.85 1.39 -0.45
H11 1.72 -2.21 -0.10
H12 -0.03 -1.63 1.15
H13 -1.02 1.49 1.42
H14 0.09 0.06 -1.15

Mulliken atomic charge list, values in e, 5 entries: -0.538 0.962 -0.523 -1.366 -0.847

***

List of relative energies, unit kcal/mol: *w* 43.5; *x* 0.0; *y* 13.2